Below is 2 unconnected molecules or ions with the total composition C28H38N3 at a distorted geometry, with properties calculated with ωB97M-V/def2-TZVPD.

The HOMO-LUMO gap is 5.82 eV. The charge is +1. For the largest force on an atom, the calculation gives 2.12 eV/Å. The value obtained for the HOMO energy is -10.09 eV.

Each line ends with the Mulliken charge.
Geometry (Å):
C -3.912 0.581 4.119  -0.852
N -2.690 0.473 3.348  0.198
C -2.587 -0.254 2.206  -1.798
C -1.275 -0.124 1.669  0.885
C -0.817 -0.632 0.456  -0.419
C 0.569 -0.567 0.045  0.569
C 1.280 0.656 -0.012  -1.457
C 2.643 0.711 -0.252  1.108
C 3.369 -0.490 -0.490  0.580
N 4.719 -0.452 -0.713  -0.003
C 5.380 0.802 -1.019  -0.619
C 4.865 1.927 -0.139  -0.856
C 3.341 2.032 -0.212  -0.841
C 5.423 -1.613 -1.219  -0.616
C 4.936 -2.886 -0.552  -0.864
C 3.412 -3.015 -0.629  -0.916
C 2.672 -1.728 -0.459  0.429
C 1.301 -1.744 -0.256  -1.097
C -0.517 0.608 2.698  0.587
C 0.834 0.741 2.981  0.104
C 1.237 1.432 4.138  -0.961
C 0.287 1.946 5.032  -0.654
C -1.085 1.737 4.814  -1.022
C -1.453 1.045 3.666  0.150
H -3.739 1.200 5.003  0.289
H -4.705 1.037 3.510  0.314
H -4.258 -0.417 4.423  0.337
H -3.398 -0.881 1.859  1.066
H -1.527 -1.229 -0.110  0.462
H 0.747 1.591 0.179  0.554
H 6.456 0.654 -0.864  0.411
H 5.230 1.065 -2.083  0.286
H 5.171 1.752 0.900  0.312
H 5.314 2.869 -0.464  0.376
H 3.057 2.608 -1.108  0.318
H 2.981 2.607 0.653  0.353
H 5.290 -1.691 -2.314  0.290
H 6.491 -1.457 -1.026  0.399
H 5.406 -3.741 -1.045  0.375
H 5.251 -2.892 0.499  0.305
H 3.142 -3.465 -1.598  0.352
H 3.084 -3.722 0.143  0.416
H 0.774 -2.698 -0.258  0.527
H 1.574 0.292 2.324  0.472
H 2.301 1.566 4.335  0.441
H 0.622 2.499 5.909  0.383
H -1.853 2.084 5.503  0.266
C -6.061 -1.459 -0.338  -1.601
C -4.584 -1.088 -0.365  -0.002
C -4.203 -0.540 -1.724  -0.995
N -2.786 -0.183 -1.911  -0.173
C -2.715 0.464 -3.230  -0.937
C -1.363 0.994 -3.683  0.107
C -1.533 1.586 -5.080  -1.432
H -6.321 -1.912 0.621  0.418
H -6.673 -0.560 -0.475  0.358
H -6.308 -2.165 -1.138  0.349
H -4.383 -0.303 0.368  0.219
H -3.945 -1.942 -0.122  0.412
H -4.519 -1.249 -2.514  0.443
H -4.768 0.390 -1.884  0.390
H -2.249 -1.051 -1.973  0.239
H -3.097 -0.240 -3.997  0.370
H -3.425 1.304 -3.187  0.325
H -1.021 1.754 -2.972  0.201
H -0.637 0.175 -3.686  0.273
H -0.587 1.975 -5.457  0.395
H -1.901 0.829 -5.781  0.349
H -2.264 2.401 -5.059  0.352

=====

Below is 2 unconnected molecules or ions with the total composition C28H38N3O2 at a distorted geometry, with properties calculated with ωB97M-V/def2-TZVPD.

The HOMO-LUMO gap is 6.21 eV. The charge is +1. For the largest force on an atom, the calculation gives 2.71 eV/Å. The value obtained for the HOMO energy is -10.74 eV.

Each line ends with the Mulliken charge.
Geometry (Å):
C -0.802 0.329 4.646  -1.209
N 0.322 0.452 3.733  0.272
C 1.103 -0.782 3.559  -0.046
C 2.536 -0.673 4.064  -0.662
O 3.141 0.540 3.623  -0.395
C 2.482 1.695 4.138  -0.727
C 1.012 1.744 3.707  -0.404
H -1.375 1.263 4.717  0.361
H -1.485 -0.451 4.271  0.362
H -0.489 0.030 5.662  0.337
H 0.571 -1.602 4.055  0.453
H 1.147 -1.008 2.487  -0.280
H 2.549 -0.766 5.169  0.330
H 3.143 -1.467 3.607  0.381
H 2.544 1.751 5.245  0.341
H 3.002 2.551 3.685  0.345
H 0.993 2.103 2.666  0.140
H 0.437 2.457 4.318  0.445
C -0.450 -0.166 -5.423  -0.933
N -0.247 -0.670 -4.087  0.259
C 0.261 -1.914 -3.840  0.204
O 0.577 -2.731 -4.701  -0.681
C 0.344 -2.078 -2.322  0.266
C 1.761 -2.397 -1.823  -0.633
C 2.352 -3.664 -2.403  0.534
C 3.609 -3.634 -3.019  -0.412
C 4.120 -4.783 -3.623  -0.582
C 3.406 -5.985 -3.564  -0.441
C 2.170 -6.028 -2.900  -0.683
C 1.650 -4.868 -2.312  -0.226
N -0.177 -0.793 -1.839  0.678
C -0.246 -0.509 -0.525  -0.116
C -0.798 0.672 -0.025  -0.419
C -0.984 0.979 1.316  -0.456
C -1.785 2.124 1.681  0.705
C -2.757 2.003 2.699  -0.859
C -3.564 3.074 3.050  -0.711
C -3.532 4.259 2.302  1.023
C -4.409 5.418 2.666  -1.459
C -2.617 4.375 1.239  -0.824
C -1.757 3.330 0.916  -0.586
C -0.603 0.115 -2.921  -0.096
C 0.178 1.441 -2.924  -1.344
C -2.115 0.406 -2.926  -1.471
H -0.079 -0.887 -6.153  0.366
H -1.515 0.019 -5.614  0.301
H 0.082 0.784 -5.554  0.307
H -0.355 -2.885 -2.025  0.243
H 2.421 -1.547 -2.060  0.372
H 1.709 -2.476 -0.725  0.295
H 4.157 -2.690 -3.044  0.328
H 5.076 -4.736 -4.147  0.371
H 3.805 -6.887 -4.033  0.376
H 1.603 -6.957 -2.848  0.376
H 0.686 -4.887 -1.794  0.322
H 0.150 -1.269 0.164  0.510
H -1.182 1.402 -0.737  0.411
H -0.740 0.213 2.048  0.382
H -2.899 1.023 3.164  0.617
H -4.240 2.996 3.908  0.391
H -4.551 6.082 1.809  0.386
H -5.391 5.082 3.019  0.384
H -3.959 6.017 3.468  0.290
H -2.589 5.308 0.665  0.353
H -1.061 3.415 0.065  0.471
H 1.247 1.244 -3.082  0.352
H -0.198 2.073 -3.738  0.501
H 0.055 1.982 -1.983  0.318
H -2.669 -0.480 -3.263  0.401
H -2.479 0.687 -1.936  0.340
H -2.303 1.234 -3.621  0.456

=====

Calculated values (eV) of LUMO for the records, taken in order: -4.278, -4.527.